No. 1
C17H36MnN6O4SSi4Te as an isolated structure, computed with ωB97M-V/def2-TZVPD.

Summary:
2S+1	6
net charge	0
gap between HOMO and LUMO (spin up / spin down)	7.43 / 7.52	eV
expectation value of S²	8.757

Atoms and positions in Å:
Mn1 -1.966 0.191 0.208
O1 -6.512 3.935 0.933
C1 -5.392 4.633 0.928
O2 -5.367 5.833 1.038
C2 -4.113 3.877 0.773
C3 -2.885 4.504 0.744
N1 -1.954 3.554 0.584
N2 -2.498 2.335 0.510
C4 -3.809 2.508 0.625
C5 -4.677 1.277 0.600
O3 -5.898 1.410 0.666
O4 -4.043 0.175 0.509
H1 -6.340 2.954 0.831
H2 -2.645 5.550 0.833
H3 -0.951 3.655 0.561
C6 -4.691 -4.163 -1.440
C7 -4.175 -2.979 -2.163
N3 -4.461 -2.638 -3.376
N4 -3.764 -1.477 -3.576
C8 -3.053 -1.083 -2.518
S1 -2.071 0.273 -2.364
N5 -3.306 -2.063 -1.604
N6 -2.780 -2.041 -0.322
H4 -5.341 -4.723 -2.106
H5 -5.261 -3.858 -0.561
H6 -3.874 -4.808 -1.112
H7 -3.833 -0.986 -4.451
H8 -2.136 -2.809 -0.165
H9 -3.526 -1.999 0.367
C9 5.293 -0.893 1.351
Si1 3.660 -0.604 2.243
C10 3.315 -2.048 3.390
C11 3.809 0.958 3.279
Si2 1.914 -0.374 0.691
Te1 -0.189 -0.708 2.010
Si3 2.008 1.804 -0.150
C12 3.755 2.211 -0.716
C13 0.840 2.095 -1.598
C14 1.490 3.011 1.203
Si4 2.148 -2.065 -0.910
C15 0.548 -2.377 -1.866
C16 2.611 -3.655 -0.021
C17 3.509 -1.623 -2.132
H10 6.116 -0.940 2.068
H11 5.513 -0.090 0.643
H12 5.284 -1.834 0.795
H13 4.116 -2.146 4.127
H14 3.239 -2.989 2.842
H15 2.375 -1.897 3.924
H16 4.535 0.811 4.083
H17 2.850 1.216 3.733
H18 4.144 1.808 2.681
H19 4.090 1.524 -1.496
H20 4.464 2.145 0.113
H21 3.805 3.226 -1.119
H22 0.956 1.347 -2.385
H23 1.028 3.080 -2.034
H24 -0.207 2.074 -1.280
H25 2.256 3.108 1.973
H26 0.589 2.650 1.709
H27 1.315 4.012 0.791
H28 -0.304 -1.900 -1.380
H29 0.358 -3.450 -1.951
H30 0.607 -1.964 -2.876
H31 1.867 -3.901 0.740
H32 3.582 -3.577 0.471
H33 2.659 -4.487 -0.729
H34 3.240 -0.737 -2.712
H35 3.678 -2.443 -2.835
H36 4.454 -1.416 -1.624

Atoms 1-6, force components in eV/Å:
Mn 0.0 0.0 0.0
O 0.0 0.0 0.0
C 0.0 0.0 0.0
O 0.0 0.0 0.0
C 0.0 0.0 0.0
C 0.0 0.0 0.0



No. 2
An isolated ion of composition C7H10N5O and charge +1 at a distorted geometry, computed with ωB97M-V/def2-TZVPD.

Summary:
net charge	+1
SMILES	CN1C=[NH+][C@@H]2[C@H]3C(=O)NC(N)=N[C@@]231
gap between HOMO and LUMO	9.45	eV

Atoms and positions in Å:
C1 -1.848 -0.878 -1.135
N1 -1.318 0.195 -0.332
C2 -2.012 1.156 0.230
N2 -1.338 1.918 1.034
C3 0.010 1.598 1.021
C4 0.701 1.610 -0.290
C5 2.147 1.445 -0.382
O1 2.837 2.250 -0.940
N3 2.731 0.255 0.204
C6 1.992 -0.893 0.362
N4 2.503 -2.186 0.534
N5 0.711 -0.885 0.222
C7 0.060 0.317 0.073
H1 -1.590 -0.791 -2.136
H2 -1.511 -1.904 -1.012
H3 -2.934 -1.099 -0.834
H4 -3.104 1.432 0.125
H5 -1.934 2.299 1.722
H6 0.733 1.637 1.782
H7 0.195 2.334 -1.116
H8 3.697 0.014 0.094
H9 1.771 -2.790 0.949
H10 3.362 -2.153 1.004

Atoms 1-6, force components in eV/Å:
C -2.5 -1.9 1.5
N 0.0 0.2 0.6
C -2.6 -0.6 -1.4
N 0.0 0.6 0.2
C 1.7 -1.8 -0.3
C -2.2 1.7 -3.2